Below is C22H49IrN2P3SSe as an isolated structure at a distorted geometry, with properties calculated with the ωB97M-V functional and the def2-TZVPD basis.

```
79
Properties=species:S:1:pos:R:3:lowdin_charge:R:1
Ir 0.00 0.00 0.00 0.237
P -1.82 -0.22 1.44 0.621
P 1.48 -1.14 1.43 0.606
P -1.27 0.59 -1.86 0.609
H 6.13 -4.49 -6.07 0.128
C 5.92 -3.71 -6.80 0.224
C 6.73 -2.66 -6.94 0.250
H 7.62 -2.54 -6.34 0.131
C -2.72 -1.84 1.49 -0.252
C -1.51 0.04 3.24 -0.239
C -3.29 0.90 1.28 -0.241
C 3.10 -1.53 0.66 -0.250
C 2.08 -0.49 3.06 -0.233
C 0.98 -2.81 2.03 -0.264
C -0.33 0.64 -3.44 -0.244
C -2.19 2.20 -1.98 -0.228
C -2.67 -0.51 -2.37 -0.255
H 5.03 -3.83 -7.40 0.124
H 6.52 -1.88 -7.67 0.131
H -3.49 -1.86 2.26 0.072
H -2.00 -2.65 1.66 0.021
H -3.18 -2.02 0.51 0.036
H -2.45 0.07 3.82 0.069
H -0.98 0.98 3.38 0.017
H -0.89 -0.77 3.64 0.039
H -4.04 0.67 2.05 0.072
H -3.75 0.78 0.30 0.036
H -2.97 1.94 1.39 -0.001
H 3.84 -1.79 1.42 0.069
H 3.44 -0.66 0.10 0.046
H 2.97 -2.36 -0.03 0.035
H 2.29 -1.33 3.73 0.061
H 1.32 0.15 3.53 0.021
H 2.99 0.09 2.94 0.057
H 1.73 -3.19 2.74 0.068
H 0.91 -3.49 1.18 0.011
H 0.01 -2.76 2.54 0.034
H -0.92 1.09 -4.24 0.066
H -0.05 -0.39 -3.71 0.033
H 0.59 1.21 -3.29 0.047
H -2.77 2.22 -2.91 0.063
H -1.51 3.05 -1.97 0.032
H -2.88 2.29 -1.14 0.032
H -3.30 0.01 -3.10 0.068
H -3.28 -0.77 -1.50 0.030
H -2.27 -1.43 -2.79 0.025
C 0.99 -2.77 -2.33 -0.544
C 2.14 -2.02 -2.58 -0.136
C 3.02 -2.38 -3.60 -0.058
C 2.77 -3.50 -4.39 -0.056
C 1.62 -4.26 -4.15 -0.044
C 0.74 -3.90 -3.13 -0.099
Se -0.30 -2.38 -0.96 0.919
H 1.32 0.18 -0.97 -0.070
H 2.34 -1.14 -1.96 0.048
H 3.92 -1.78 -3.77 0.109
H 3.46 -3.79 -5.18 0.084
H 1.41 -5.14 -4.75 0.124
H -0.16 -4.49 -2.95 0.111
C 0.83 6.00 1.54 -0.076
C 0.00 5.79 0.26 -0.239
N -0.11 4.38 -0.08 -0.024
C -0.51 3.34 0.83 -0.745
S 0.63 2.17 1.03 0.801
N -1.36 3.62 1.96 -0.026
C -2.34 4.70 2.06 -0.256
C -3.70 4.22 2.56 -0.082
H 0.35 5.53 2.42 0.064
H 0.94 7.09 1.75 0.099
H 1.84 5.56 1.42 0.087
H -0.97 6.29 0.35 0.106
H 0.53 6.32 -0.56 0.135
H 0.42 4.09 -0.92 0.130
H -1.24 3.06 2.81 0.120
H -1.97 5.44 2.80 0.129
H -2.52 5.18 1.08 0.119
H -3.60 3.67 3.52 0.090
H -4.36 5.10 2.73 0.099
H -4.22 3.59 1.81 0.068
```

Output
- Electronic energy: -4904.139058 hartree
- ⟨S²⟩: 6.037
- HOMO energy (alpha / beta): -13.00 / -15.85 eV
- Charge: +3
- Spin multiplicity: 5
- Gap between HOMO and LUMO (alpha / beta): 0.1418 / 0.0815 hartree

---

Below is C22H49N2OP3SSc as an isolated structure at a distorted geometry, with properties calculated with the ωB97M-V functional and the def2-TZVPD basis.

```
79
Properties=species:S:1:pos:R:3:lowdin_charge:R:1
Sc 0.06 -0.17 -0.01 0.256
P -1.61 -2.31 0.41 0.750
P 1.63 -1.33 1.94 0.739
P 1.55 -1.99 -1.41 0.747
H -0.45 5.41 -6.33 0.117
C -0.52 4.49 -6.91 0.109
C -1.65 3.80 -7.05 0.116
H -2.60 4.13 -6.63 0.119
C -3.19 -1.81 1.17 -0.267
C -1.25 -3.80 1.41 -0.247
C -2.17 -3.07 -1.15 -0.258
C 3.25 -0.47 1.97 -0.261
C 1.01 -0.92 3.61 -0.264
C 2.12 -3.07 2.24 -0.238
C 1.03 -1.87 -3.16 -0.261
C 1.80 -3.80 -1.26 -0.242
C 3.29 -1.41 -1.52 -0.261
H 0.39 4.19 -7.45 0.108
H -1.68 2.89 -7.67 0.113
H -3.44 -0.79 0.86 0.026
H -3.10 -1.82 2.26 0.043
H -3.99 -2.50 0.87 0.068
H -1.00 -3.52 2.44 0.043
H -0.41 -4.37 1.00 0.033
H -2.14 -4.45 1.43 0.073
H -2.40 -2.28 -1.88 0.041
H -3.07 -3.66 -0.96 0.065
H -1.39 -3.71 -1.58 0.042
H 3.81 -0.83 2.84 0.067
H 3.09 0.61 2.05 0.031
H 3.81 -0.67 1.05 0.025
H 1.66 -1.40 4.35 0.071
H -0.01 -1.32 3.73 0.043
H 1.00 0.17 3.77 0.027
H 3.20 -3.10 2.48 0.068
H 1.93 -3.70 1.37 0.005
H 1.56 -3.47 3.10 0.059
H 1.54 -2.66 -3.75 0.063
H 1.29 -0.89 -3.56 0.040
H -0.06 -2.01 -3.23 0.036
H 2.00 -4.21 -2.26 0.064
H 0.90 -4.29 -0.85 0.027
H 2.66 -4.02 -0.61 0.052
H 3.69 -1.71 -2.50 0.065
H 3.90 -1.84 -0.72 0.045
H 3.32 -0.32 -1.44 0.024
C -0.33 1.42 -2.70 -0.283
C 0.75 2.31 -2.75 0.081
C 1.16 2.80 -3.98 0.025
C 0.48 2.40 -5.13 0.009
C -0.72 1.70 -5.05 -0.020
C -1.15 1.20 -3.83 0.076
O -0.52 0.70 -1.60 -0.175
H 1.66 0.85 -0.18 -0.027
H 1.28 2.50 -1.83 0.124
H 1.99 3.50 -4.03 0.143
H 0.84 2.73 -6.10 0.108
H -1.37 1.61 -5.92 0.116
H -2.04 0.57 -3.71 0.153
C 0.97 2.88 2.34 -0.082
N 0.03 2.36 3.36 -0.186
C -0.05 3.18 4.57 -0.019
C -1.10 1.73 2.92 -0.667
S -1.42 1.55 1.24 0.714
N -2.03 1.36 3.83 -0.189
C -1.68 0.85 5.17 -0.031
C -3.41 1.12 3.45 -0.060
H 1.73 3.47 2.85 0.103
H 0.44 3.50 1.61 0.084
H 1.45 2.05 1.81 0.019
H -1.10 3.45 4.79 0.109
H 0.38 2.68 5.44 0.101
H 0.52 4.10 4.40 0.102
H -2.16 -0.14 5.32 0.109
H -0.59 0.71 5.28 0.079
H -2.05 1.52 5.95 0.111
H -3.62 1.67 2.52 0.065
H -3.61 0.06 3.29 0.077
H -4.07 1.49 4.25 0.114
```

Output
- Electronic energy: -3234.367334 hartree
- HOMO energy (alpha / beta): -16.09 / -16.03 eV
- Charge: +3
- Gap between HOMO and LUMO (alpha / beta): 0.0977 / 0.1367 hartree

---

Below is C22H50As3AuN4O2P2Se as an isolated structure at a distorted geometry, with properties calculated with the ωB97M-V functional and the def2-TZVPD basis.

```
85
Properties=species:S:1:pos:R:3:lowdin_charge:R:1
Au 0.10 -0.47 -1.68 0.464
C 4.37 -0.25 0.23 -0.251
As 2.46 0.09 0.50 1.205
C 2.01 -1.38 1.70 -0.259
C 2.67 1.63 1.71 -0.322
C 1.39 2.40 2.02 -0.665
C 0.42 1.51 2.81 -0.059
C 0.79 2.90 0.70 -0.323
As -0.26 1.72 -0.49 1.037
C -2.06 1.88 0.24 -0.262
C -0.31 2.97 -1.98 -0.263
C 1.69 3.72 2.79 -0.284
As 2.50 3.79 4.61 1.413
C 1.08 3.69 5.91 -0.234
C 3.73 2.37 5.07 -0.245
H 4.88 -0.03 1.16 0.052
H 4.78 0.38 -0.56 0.042
H 4.54 -1.29 -0.02 0.034
H 2.50 -1.23 2.66 0.048
H 2.38 -2.31 1.26 0.048
H 0.93 -1.47 1.83 -0.015
H 3.41 2.29 1.24 0.101
H 3.11 1.22 2.62 0.067
H 0.06 0.68 2.19 0.043
H -0.44 2.09 3.15 0.098
H 0.91 1.08 3.69 0.084
H 1.57 3.30 0.05 0.091
H 0.08 3.71 0.89 0.097
H -2.43 2.88 0.01 0.051
H -2.06 1.72 1.31 0.024
H -2.70 1.14 -0.23 0.011
H -0.80 3.89 -1.64 0.054
H -0.88 2.57 -2.82 0.024
H 0.69 3.22 -2.32 0.038
H 0.77 4.29 2.94 0.087
H 2.35 4.35 2.18 0.091
H 0.24 4.32 5.62 0.049
H 1.45 4.04 6.88 0.056
H 0.76 2.65 6.01 0.050
H 4.56 2.31 4.36 0.043
H 3.18 1.42 5.12 0.043
H 4.14 2.59 6.05 0.057
C 3.13 -2.03 -2.96 -0.242
P 1.85 -0.81 -3.37 0.694
C 1.29 -1.33 -5.02 -0.254
C 2.75 0.73 -3.70 -0.247
H 3.81 -2.15 -3.80 0.072
H 2.68 -2.99 -2.73 0.056
H 3.70 -1.69 -2.10 0.008
H 2.14 -1.31 -5.70 0.071
H 0.52 -0.64 -5.39 0.058
H 0.88 -2.34 -5.00 0.019
H 3.51 0.56 -4.46 0.071
H 3.23 1.09 -2.79 0.029
H 2.05 1.49 -4.07 0.049
Se -1.77 -3.07 -3.66 1.137
N -1.73 -1.43 -2.91 -0.330
C -2.81 -0.78 -3.33 -0.369
C -3.15 0.56 -3.03 -0.042
C -4.30 1.07 -3.55 -0.013
C -5.18 0.30 -4.38 -0.021
C -4.90 -0.99 -4.70 0.018
C -3.70 -1.57 -4.19 -0.354
N -3.31 -2.80 -4.43 -0.201
H -2.50 1.15 -2.41 0.049
H -4.58 2.10 -3.35 0.127
H -6.08 0.76 -4.76 0.130
H -5.54 -1.58 -5.34 0.138
N -1.70 -3.89 3.46 0.155
C -2.22 -2.61 2.84 -0.153
P -1.75 -2.63 1.02 0.447
O -0.92 -3.90 0.94 -0.363
O -1.21 -1.32 0.57 -0.418
C -3.32 -3.13 0.10 -0.153
N -3.06 -4.45 -0.57 0.148
H -1.10 -4.33 2.71 0.127
H -2.45 -4.54 3.70 0.175
H -1.16 -3.75 4.31 0.172
H -1.74 -1.76 3.31 0.098
H -3.29 -2.52 3.00 0.107
H -3.57 -2.37 -0.64 0.093
H -4.17 -3.22 0.77 0.107
H -3.78 -5.15 -0.39 0.176
H -2.14 -4.77 -0.20 0.128
H -2.98 -4.35 -1.59 0.082
```

Output
- Electronic energy: -11163.554455 hartree
- ⟨S²⟩: 2.009
- HOMO energy (alpha / beta): -17.77 / -17.64 eV
- Charge: +4
- Spin multiplicity: 3
- Gap between HOMO and LUMO (alpha / beta): 0.2890 / 0.1863 hartree

---

Below is C22H50BClI2N3O13S3Si as an isolated structure at a distorted geometry, with properties calculated with the ωB97M-V functional and the def2-TZVPD basis.

```
96
Properties=species:S:1:pos:R:3:lowdin_charge:R:1
C 1.83 -4.43 4.17 -0.186
C 2.11 -4.07 2.63 -0.732
I 4.28 -4.45 2.31 0.787
C 1.90 -2.52 2.25 -0.229
C 0.34 -2.07 2.13 -0.333
C -0.59 -3.20 1.45 -0.052
C -0.25 -3.56 -0.06 -0.635
O -1.22 -3.66 -0.86 -0.035
Cl 1.40 -3.88 -0.77 0.696
N -0.15 -2.00 3.56 0.131
C 0.29 -0.81 4.27 -0.323
N 0.08 -0.82 5.61 0.057
C -0.56 -1.98 6.33 -0.043
B 0.05 -1.91 7.87 -0.463
O -0.65 -1.31 8.97 0.128
O 1.38 -2.48 8.03 0.083
N 0.87 0.41 3.73 -0.371
I 2.70 0.85 4.65 1.049
C 1.20 0.36 2.27 -0.292
C 0.32 -0.65 1.39 -0.422
O 0.97 -0.67 0.07 -0.065
Si -1.41 0.13 1.09 0.602
C -1.40 2.02 0.76 -0.181
C -2.24 -0.67 -0.48 -0.164
C -2.67 -0.17 2.53 -0.196
H 2.34 -3.74 4.91 0.079
H 2.09 -5.54 4.31 0.085
H 0.68 -4.36 4.30 0.065
H 1.59 -4.79 1.89 0.062
H 2.48 -2.35 1.26 0.070
H 2.47 -1.91 3.04 0.093
H -1.72 -2.94 1.49 0.123
H -0.53 -4.20 2.04 0.144
H -1.16 -2.18 3.63 0.136
H 0.32 -0.01 6.21 0.134
H -1.70 -1.85 6.41 0.144
H -0.23 -3.00 5.93 0.116
H 0.04 -1.23 9.69 0.131
H 1.89 -2.32 7.20 0.095
H 2.34 0.16 2.18 0.058
H 1.07 1.44 1.86 0.135
H 1.93 -0.52 0.17 0.107
H -2.16 2.28 -0.07 0.056
H -1.70 2.57 1.73 0.058
H -0.38 2.33 0.36 0.035
H -1.37 -1.08 -1.13 0.047
H -2.76 0.14 -1.09 0.053
H -2.90 -1.57 -0.22 0.038
H -3.64 0.37 2.22 0.068
H -2.93 -1.29 2.52 0.031
H -2.33 0.22 3.54 0.036
O -0.67 3.04 -2.59 -0.289
S 0.55 3.79 -2.71 0.596
O 1.22 4.36 -1.56 -0.294
O 0.36 4.95 -3.82 -0.270
C -0.74 5.85 -3.69 -0.261
C -0.45 6.93 -2.67 -0.067
C 1.72 2.82 -3.62 -0.109
H -1.66 5.31 -3.44 0.118
H -0.90 6.31 -4.67 0.129
H -0.39 6.51 -1.66 0.076
H -1.24 7.69 -2.68 0.088
H 0.51 7.41 -2.88 0.056
H 1.25 2.45 -4.52 0.083
H 2.03 1.98 -2.98 0.072
H 2.59 3.44 -3.86 0.070
O 3.30 5.45 -6.05 -0.287
S 3.56 6.84 -5.78 0.608
O 3.32 7.86 -6.76 -0.272
O 5.07 6.99 -5.24 -0.265
C 6.14 6.44 -6.01 -0.270
C 6.51 7.34 -7.17 -0.073
C 2.74 7.29 -4.28 -0.123
H 5.89 5.44 -6.36 0.115
H 7.00 6.35 -5.34 0.122
H 5.70 7.38 -7.91 0.073
H 7.41 6.98 -7.67 0.082
H 6.68 8.37 -6.83 0.086
H 2.98 6.55 -3.51 0.078
H 1.67 7.29 -4.47 0.049
H 3.07 8.28 -3.98 0.084
O -5.52 -7.20 -2.93 -0.276
S -6.05 -7.11 -1.59 0.606
O -6.93 -6.04 -1.20 -0.281
O -4.81 -7.18 -0.54 -0.267
C -3.73 -6.27 -0.71 -0.266
C -4.06 -4.89 -0.17 -0.075
C -6.79 -8.65 -1.16 -0.121
H -3.42 -6.22 -1.76 0.120
H -2.88 -6.68 -0.15 0.121
H -4.84 -4.41 -0.77 0.080
H -3.18 -4.25 -0.17 0.032
H -4.45 -4.96 0.85 0.085
H -6.09 -9.46 -1.39 0.076
H -7.70 -8.76 -1.75 0.079
H -7.03 -8.64 -0.10 0.075
```

Output
- Electronic energy: -4574.876961 hartree
- HOMO energy: -11.99 eV
- Charge: +1
- Gap between HOMO and LUMO: 0.2599 hartree

---

Below is C22H50BF2LiN6NaO7Si2 as an isolated structure at a distorted geometry, with properties calculated with the ωB97M-V functional and the def2-TZVPD basis.

```
92
Properties=species:S:1:pos:R:3:lowdin_charge:R:1
C 1.62 0.36 0.18 -0.133
C 0.12 -0.17 -0.33 -0.260
C -0.10 0.02 -1.94 -0.161
C -1.03 1.33 -2.35 -0.176
N -0.96 2.37 -1.26 -0.003
C -1.49 3.72 -1.68 -0.427
N -1.30 4.22 -3.09 0.112
C -0.51 4.77 -0.83 -0.080
N -1.35 5.44 0.27 0.091
C -2.57 4.52 0.46 -0.152
N -3.26 4.23 1.62 0.129
N -2.78 3.98 -0.94 0.017
C -3.98 4.47 -1.72 -0.128
O -4.43 3.42 -2.68 -0.159
C -5.23 2.43 -1.95 -0.179
C -5.43 1.00 -2.74 -0.137
O -5.31 -0.06 -1.69 -0.215
C -6.53 -0.03 -0.87 -0.167
C -6.25 0.36 0.73 -0.165
O -5.70 -0.78 1.49 -0.210
C -4.34 -0.49 1.98 -0.245
C -3.19 -1.09 0.92 -0.095
H 1.54 1.37 0.77 0.061
H 2.34 0.48 -0.75 0.088
H 2.13 -0.43 0.92 0.048
H -0.74 0.26 0.34 0.064
H 0.13 -1.34 -0.11 0.104
H 0.96 0.15 -2.43 0.116
H -0.58 -0.99 -2.35 0.126
H -2.14 0.90 -2.46 0.123
H -0.65 1.68 -3.40 0.116
H -1.66 2.03 -0.53 0.105
H -1.73 3.60 -3.81 0.102
H -0.26 4.32 -3.22 0.055
H 0.32 4.04 -0.42 0.142
H -0.13 5.72 -1.43 0.156
H -0.84 5.26 1.19 0.135
H -2.74 3.67 2.37 0.149
H -4.24 4.53 1.84 0.144
H -4.87 4.63 -0.94 0.149
H -3.80 5.49 -2.27 0.169
H -6.32 2.81 -1.68 0.140
H -4.70 2.18 -0.93 0.112
H -6.46 0.93 -3.30 0.140
H -4.56 0.91 -3.54 0.149
H -7.34 0.72 -1.28 0.129
H -7.03 -1.10 -0.87 0.146
H -5.65 1.36 0.86 0.105
H -7.33 0.58 1.18 0.140
H -4.15 0.63 2.27 0.106
H -4.20 -1.13 2.98 0.127
H -2.90 -0.27 0.12 0.063
H -3.72 -2.01 0.38 0.107
H -2.25 -1.50 1.51 0.077
C 7.63 -3.35 4.28 -0.182
Si 5.93 -4.11 3.92 0.247
C 4.78 -3.53 5.27 -0.229
C 6.14 -5.97 4.05 -0.172
N 5.43 -3.60 2.33 -0.210
Si 3.90 -4.12 1.67 0.257
C 2.43 -3.54 2.68 -0.184
C 3.80 -5.98 1.46 -0.180
C 3.71 -3.36 -0.05 -0.175
H 7.97 -3.66 5.27 0.018
H 8.36 -3.67 3.54 0.045
H 7.57 -2.25 4.26 0.021
H 5.24 -3.68 6.25 -0.003
H 3.84 -4.10 5.27 0.062
H 4.54 -2.47 5.16 -0.039
H 6.72 -6.36 3.21 0.052
H 5.17 -6.48 4.07 0.016
H 6.67 -6.23 4.97 0.027
H 2.34 -4.10 3.62 0.033
H 1.51 -3.70 2.12 0.060
H 2.51 -2.48 2.92 -0.018
H 4.69 -6.37 0.96 0.043
H 2.93 -6.24 0.84 0.032
H 3.68 -6.49 2.42 0.009
H 4.52 -3.68 -0.71 0.037
H 3.72 -2.26 0.00 0.011
H 2.77 -3.67 -0.50 0.028
B 0.96 1.77 -6.33 -0.970
O 0.67 2.55 -5.12 0.190
C 1.05 3.81 -5.36 -0.373
O 0.95 4.72 -4.56 0.102
C 1.59 3.91 -6.69 -0.392
O 2.03 4.92 -7.22 0.146
O 1.55 2.71 -7.29 0.234
F -0.27 1.21 -6.87 0.071
F 1.90 0.71 -6.02 0.071
Li 5.06 -2.30 7.43 0.885
Na 3.56 -2.08 4.15 0.480
```

Output
- Electronic energy: -2696.448297 hartree
- HOMO energy: -10.25 eV
- Charge: +1
- Gap between HOMO and LUMO: 0.1628 hartree

---

Question: electronic energy of number 2 (C22H49N2OP3SSc)?
Answer: -3234.367334 hartree

---

Question: electronic energy of number 5 (C22H50BF2LiN6NaO7Si2)?
Answer: -2696.448297 hartree

---

Question: The highest charge belongs to which entry?
Answer: C22H50As3AuN4O2P2Se

---

Question: charge of number 1 (C22H49IrN2P3SSe)?
Answer: +3